The following is a DFT calculation (ωB97M-V with the def2-TZVPD basis set) of 2 unconnected molecules or ions with the total composition C28H26ClNO4.

As for the net charge: 0. As for the spin multiplicity: 1. As for the HOMO-LUMO gap: 3.497 eV. The molecular weight is 475.97 g mol⁻¹. The calculation puts the strongest force on any atom at 0.046 hartree/bohr. The calculated total energy comes out at -1898.37128 hartree.

Structure (XYZ):
```
60
Properties=species:S:1:pos:R:3:forces:R:3:mulliken_charge:R:1
C 3.78663 3.50316 -0.58741 0.23 0.29 0.13 -1.24
C 3.33220 2.22609 -1.24077 -0.16 -0.11 0.35 -0.05
O 2.74970 1.44846 -0.15913 0.49 0.61 -0.97 -0.28
C 2.28043 0.25500 -0.57593 -0.75 -1.33 0.25 0.34
C 1.85633 -0.57429 0.55786 0.32 2.34 0.06 -0.42
N 1.55950 -1.79775 0.31248 -0.47 -1.90 -0.84 -0.01
C 1.03569 -2.73114 1.04466 -0.16 0.75 0.64 -0.54
C 0.98172 -4.07904 0.54579 -0.22 -0.47 -0.39 0.60
C 0.25752 -5.09867 1.20467 0.26 0.26 -0.48 -0.44
C 0.16572 -6.36673 0.64053 0.35 0.02 -0.40 -0.73
C 0.85345 -6.64022 -0.55458 -0.11 1.12 0.44 0.43
Cl 0.79468 -8.21922 -1.22175 -0.07 -0.58 -0.23 -0.23
C 1.57609 -5.63907 -1.22453 -0.29 0.06 0.59 -0.67
C 1.62932 -4.36029 -0.67271 -0.12 -0.82 -0.14 -0.41
O 2.19413 -0.06999 -1.75155 0.35 0.52 0.22 -0.72
H 4.15668 4.21727 -1.32880 0.00 -0.06 0.04 0.37
H 2.96403 3.96414 -0.03008 0.06 -0.04 -0.12 0.20
H 4.59427 3.29492 0.12389 -0.15 0.09 -0.12 0.35
H 2.58483 2.39766 -2.03197 0.28 -0.13 0.31 0.15
H 4.17428 1.66591 -1.67775 -0.35 0.15 0.11 0.43
H 1.93102 -0.13461 1.55886 -0.17 -0.04 -0.05 0.41
H 0.61601 -2.53092 2.03899 0.14 0.00 0.04 0.34
H -0.24367 -4.86423 2.14267 0.03 -0.10 -0.16 0.41
H -0.43647 -7.14966 1.09623 0.21 0.13 0.00 0.40
H 2.07931 -5.87148 -2.16016 -0.09 0.04 0.20 0.39
H 2.16679 -3.56122 -1.17518 -0.11 -0.12 0.12 0.45
C 0.56424 6.81845 -0.99257 -0.08 0.25 0.57 -0.33
C 0.71753 5.60155 -1.91465 0.20 0.07 -0.50 -0.58
C 0.14054 4.47559 -1.10442 -0.50 0.09 1.00 0.87
C -0.33445 5.03125 0.11482 0.12 -0.19 -0.50 0.19
O -0.12241 6.36751 0.23851 0.22 -0.72 -0.78 -0.53
C -1.03287 4.26773 1.06267 0.30 0.84 -0.29 -1.36
C -1.24821 2.94270 0.78773 0.23 -0.59 -0.37 -0.58
C -0.70538 2.30812 -0.38182 0.07 0.75 0.09 1.15
C -0.86599 0.92951 -0.64848 0.46 -0.26 0.21 -0.74
C -1.48116 -0.03096 0.20306 -0.11 -0.72 0.50 0.95
C -2.24451 -1.08209 -0.38864 0.14 0.10 0.25 -0.65
C -2.93230 -1.96543 0.42097 0.34 0.35 1.21 0.88
C -2.77416 -1.88858 1.82766 -0.02 0.01 -0.69 0.25
O -3.45814 -2.84091 2.51630 -0.09 0.18 -0.91 -0.55
C -4.21455 -3.63649 1.52558 0.11 -0.04 0.61 -0.40
C -3.89924 -3.07456 0.13364 -0.16 -0.28 -0.44 -0.71
C -1.95267 -0.92795 2.43756 -0.60 -0.65 0.00 -1.52
C -1.32132 -0.01577 1.62795 -0.23 0.29 -0.61 -0.70
C -0.03744 3.12986 -1.35184 -0.13 0.08 0.27 -0.61
H 1.53094 7.23819 -0.67954 -0.36 -0.11 -0.08 0.29
H -0.05396 7.60852 -1.43984 0.19 -0.22 0.25 0.28
H 0.15816 5.76517 -2.84545 0.13 -0.17 0.17 0.30
H 1.77040 5.44769 -2.18575 -0.25 -0.08 0.08 0.16
H -1.40804 4.76863 1.95042 -0.07 -0.23 -0.11 0.44
H -1.86757 2.36267 1.46849 0.18 0.13 -0.21 0.69
H -0.56719 0.58733 -1.64177 -0.16 0.06 0.16 0.19
H -2.32210 -1.15278 -1.47802 0.04 0.09 0.37 0.40
H -3.89077 -4.67967 1.63825 -0.11 0.33 0.04 0.29
H -5.27946 -3.54974 1.78217 0.38 -0.05 0.01 0.29
H -4.81522 -2.70991 -0.34800 0.23 -0.01 0.03 0.28
H -3.47462 -3.85256 -0.51174 -0.02 0.20 0.07 0.28
H -1.85701 -0.94630 3.51960 0.16 0.12 -0.18 0.40
H -0.66398 0.72848 2.07849 -0.07 -0.30 -0.20 0.67
H 0.30272 2.69069 -2.29570 -0.09 0.04 0.41 0.48
```
Forces are in eV/Å.